[1]
{"formula": "C45H45AsClN2O4S2Sb2Sn", "method": "ωB97M-V/def2-TZVPD", "elements": ["Sn", "C", "C", "S", "C", "C", "S", "H", "H", "H", "H", "H", "H", "C", "Sb", "C", "C", "C", "C", "C", "C", "C", "C", "C", "Sb", "C", "C", "H", "H", "H", "H", "H", "H", "H", "H", "H", "H", "H", "H", "H", "H", "H", "H", "H", "H", "H", "H", "O", "C", "O", "C", "C", "Cl", "N", "N", "C", "C", "O", "O", "C", "C", "C", "C", "C", "C", "H", "H", "H", "H", "H", "H", "C", "C", "C", "C", "C", "C", "As", "C", "C", "C", "C", "C", "C", "C", "C", "C", "C", "C", "C", "H", "H", "H", "H", "H", "H", "H", "H", "H", "H", "H", "H", "H"], "coordinates": [[0.179635, 0.792894, 0.009166], [0.895241, 2.523175, 4.431558], [0.763580, 2.344888, 2.930743], [0.429811, 0.667987, 2.453963], [0.907396, 3.356791, 2.066761], [1.240571, 4.762850, 2.494623], [0.756056, 3.204720, 0.308834], [0.632135, 1.595730, 4.936350], [0.232408, 3.313570, 4.794557], [1.919995, 2.781719, 4.712151], [1.340628, 4.847555, 3.576966], [0.462028, 5.452109, 2.155665], [2.178729, 5.075516, 2.029639], [-4.884527, -3.207941, -0.109416], [-2.820807, -2.509683, 0.040280], [-2.306765, -3.380194, -1.865335], [-2.246341, -4.246394, 1.290269], [-1.872921, -5.393523, 0.421953], [-2.891154, -6.192787, -0.103560], [-2.640683, -7.181323, -1.040671], [-1.338986, -7.392971, -1.469658], [-0.312616, -6.638723, -0.924308], [-0.539677, -5.645187, 0.033760], [0.632080, -4.923212, 0.607931], [1.009788, -2.844096, -0.089937], [2.944341, -2.924282, 0.851906], [1.726811, -3.541901, -1.998865], [-4.922022, -4.055311, -0.796124], [-5.536386, -2.413746, -0.476548], [-5.234155, -3.523981, 0.875327], [-2.129117, -4.450886, -1.752919], [-1.406641, -2.899678, -2.252464], [-3.128625, -3.214509, -2.558899], [-3.137871, -4.454951, 1.882503], [-1.446351, -3.914066, 1.948656], [-3.909323, -6.019175, 0.230274], [-3.454994, -7.766468, -1.451447], [-1.120912, -8.146087, -2.217194], [0.709031, -6.823718, -1.241436], [1.546772, -5.469141, 0.375288], [0.555583, -4.827551, 1.693893], [3.414867, -3.883931, 0.637818], [2.833123, -2.797008, 1.928993], [3.551324, -2.111544, 0.455766], [2.330944, -4.438554, -1.854514], [2.340990, -2.767616, -2.454397], [0.889634, -3.770706, -2.659968], [4.631739, 0.439618, -4.452000], [3.607812, 0.371912, -5.268856], [3.724509, 0.518094, -6.465532], [2.271005, 0.093735, -4.653457], [1.093232, 0.014301, -5.367628], [0.843966, 0.325811, -7.020085], [0.091665, -0.283142, -4.492548], [0.571696, -0.372580, -3.238445], [1.865350, -0.144051, -3.305677], [2.726245, -0.196107, -2.055902], [3.958631, -0.187757, -2.242472], [2.200297, -0.298209, -0.900631], [-1.304317, -0.491462, -4.697574], [-2.155365, -0.227971, -3.631456], [-3.521451, -0.417764, -3.760368], [-4.052675, -0.869131, -4.958541], [-3.200170, -1.152164, -6.015291], [-1.829350, -0.977647, -5.891045], [4.365800, 0.197545, -3.498887], [-1.734820, 0.121552, -2.696044], [-4.168753, -0.193529, -2.920593], [-5.120693, -1.017647, -5.063041], [-3.602561, -1.525176, -6.949083], [-1.184639, -1.230772, -6.715407], [-7.190088, 0.839191, 1.314529], [-7.010533, 1.772069, 0.302588], [-5.740329, 2.257262, 0.015264], [-4.639428, 1.821922, 0.745375], [-4.827700, 0.884417, 1.759845], [-6.094071, 0.395196, 2.043654], [-2.779076, 2.366578, 0.390487], [-2.764129, 3.763912, 1.742317], [-2.550424, 3.593059, 3.100223], [-2.616190, 4.691087, 3.948264], [-2.896356, 5.950729, 3.433277], [-3.089607, 6.126556, 2.070537], [-3.014004, 5.032804, 1.213698], [-3.154565, 5.067963, -0.253251], [-3.301850, 6.217881, -1.020769], [-3.354821, 6.127915, -2.403483], [-3.261101, 4.891842, -3.027539], [-3.126237, 3.736844, -2.267501], [-3.084938, 3.814445, -0.882557], [-8.178762, 0.452997, 1.532051], [-7.863769, 2.125710, -0.264929], [-5.606198, 2.975866, -0.785657], [-3.970902, 0.534608, 2.327703], [-6.224849, -0.341918, 2.827204], [-2.307449, 2.610750, 3.490969], [-2.453317, 4.565199, 5.011796], [-2.952462, 6.805799, 4.096237], [-3.309134, 7.113364, 1.680730], [-3.369395, 7.188553, -0.543336], [-3.458230, 7.026714, -2.998842], [-3.279450, 4.828595, -4.108711], [-3.048217, 2.780468, -2.762640]], "forces_ev_per_a": [[-0.2, -0.1, -0.5], [0.0, 0.0, -0.1], [0.0, -0.1, 0.0], [0.0, 0.1, 0.2], [0.0, 0.0, -0.1], [-0.1, -0.1, 0.0], [0.0, 0.0, 0.1], [0.0, 0.0, 0.1], [0.0, 0.0, 0.0], [0.0, 0.0, 0.0], [0.0, 0.0, -0.1], [0.0, 0.0, 0.0], [0.0, 0.0, 0.0], [0.2, 0.0, 0.0], [-0.3, -0.2, 0.0], [0.3, 0.1, 0.1], [0.1, 0.2, -0.2], [0.1, -0.3, 0.1], [0.0, -0.1, 0.1], [0.0, 0.0, 0.0], [0.0, 0.0, 0.0], [0.0, 0.0, 0.0], [-0.1, -0.2, 0.0], [-0.1, 0.3, 0.0], [0.2, -0.6, 0.0], [-0.1, 0.2, 0.0], [-0.1, 0.1, 0.0], [0.0, 0.0, 0.0], [0.0, 0.0, 0.0], [0.0, 0.0, 0.0], [-0.1, 0.1, -0.1], [-0.1, 0.0, -0.1], [0.0, 0.1, 0.0], [0.0, 0.0, 0.0], [0.0, 0.0, 0.0], [0.0, 0.0, 0.0], [0.0, 0.0, 0.1], [0.0, 0.0, 0.0], [0.0, 0.0, 0.0], [0.0, 0.0, 0.0], [0.0, -0.1, 0.0], [0.0, 0.0, 0.0], [0.0, 0.0, 0.0], [0.0, 0.0, 0.0], [0.0, 0.0, 0.0], [0.0, 0.0, 0.0], [0.0, 0.0, 0.0], [0.1, 0.3, -1.0], [0.3, 0.0, 0.1], [-0.1, 0.0, -0.1], [0.0, 0.1, 0.0], [0.1, 0.0, 0.2], [-0.1, 0.0, 0.0], [0.1, 0.0, -0.2], [-0.1, -0.1, 0.3], [0.1, 0.0, 0.0], [-0.1, -0.2, 0.9], [-0.2, -0.1, 0.6], [0.0, 0.3, -1.0], [-0.2, 0.0, 0.0], [0.0, 0.2, 0.3], [0.1, 0.1, 0.0], [0.0, -0.1, 0.0], [0.0, 0.0, 0.0], [0.1, 0.0, 0.1], [0.0, -0.2, 0.3], [0.0, 0.0, 0.0], [0.0, 0.0, 0.0], [0.0, 0.0, 0.0], [0.0, 0.0, 0.0], [0.0, 0.0, 0.0], [0.0, 0.0, 0.0], [0.0, 0.0, 0.0], [0.1, 0.0, 0.0], [0.0, -0.1, -0.1], [0.0, 0.0, 0.0], [0.0, 0.0, 0.0], [-0.2, 0.2, 0.0], [0.1, 0.1, 0.1], [0.1, -0.1, 0.0], [0.0, 0.0, 0.0], [0.0, 0.1, 0.0], [0.0, 0.0, 0.0], [0.0, 0.0, 0.1], [0.0, -0.1, -0.1], [0.0, 0.0, 0.0], [0.0, 0.0, 0.0], [0.0, 0.0, 0.0], [0.0, 0.0, 0.1], [0.1, 0.2, 0.0], [0.0, 0.0, 0.0], [0.0, 0.0, 0.0], [0.0, 0.0, 0.0], [0.0, -0.1, 0.0], [0.0, 0.0, 0.0], [0.0, 0.0, 0.0], [0.0, 0.0, 0.0], [0.0, 0.0, 0.0], [0.0, 0.0, 0.0], [0.0, 0.0, 0.0], [0.0, 0.0, 0.0], [0.0, 0.0, 0.0], [0.0, -0.2, -0.1]], "mulliken_charge": [1.18, -1.75, 0.54, -0.35, 0.66, -1.56, -0.62, 0.41, 0.33, 0.37, 0.38, 0.25, 0.35, -1.59, 0.59, -0.51, -1.62, 0.39, -0.28, -0.83, -0.66, -0.77, 1.75, -2.09, 0.30, -1.30, -1.41, 0.45, 0.37, 0.44, 0.23, -0.40, 0.57, 0.64, 0.39, 0.41, 0.38, 0.39, 0.30, 0.66, 0.60, 0.41, 0.37, 0.31, 0.51, 0.45, 0.34, -0.60, 0.54, -0.65, -0.32, 0.17, -0.17, 0.47, -0.01, 0.20, 0.60, -0.82, -0.55, 0.43, -0.23, -0.47, -0.63, -0.76, -0.58, 0.45, 0.34, 0.57, 0.40, 0.36, 0.46, -0.50, -0.66, -0.22, 0.33, -0.25, -0.69, 0.40, 0.34, -0.74, -0.59, -0.76, -0.56, 0.26, 0.99, -0.66, -0.67, -0.69, -0.47, -0.41, 0.37, 0.40, 0.35, 0.45, 0.41, 0.43, 0.43, 0.39, 0.37, 0.35, 0.38, 0.44, 0.61], "charge": -1, "energy_ha": -6339.5391, "homo_lumo_gap_ev": 7.00, "homo_energy_ev": -4.80, "e_above_lowest_kcal_mol": 0.0}

[2]
{"formula": "C45H45Br2N9O6PS2SeV", "method": "ωB97M-V/def2-TZVPD", "elements": ["V", "C", "O", "C", "C", "C", "C", "C", "C", "N", "C", "N", "C", "C", "C", "C", "C", "C", "O", "C", "N", "C", "C", "C", "C", "C", "C", "O", "C", "H", "H", "H", "H", "H", "H", "H", "H", "H", "H", "H", "H", "H", "H", "H", "H", "H", "H", "H", "H", "H", "H", "Br", "C", "C", "C", "N", "C", "C", "C", "C", "C", "Br", "C", "C", "N", "H", "H", "H", "H", "H", "H", "Se", "C", "N", "N", "C", "C", "C", "C", "C", "C", "S", "O", "O", "N", "C", "S", "C", "C", "N", "H", "H", "H", "H", "H", "H", "H", "H", "C", "P", "C", "C", "O", "H", "H", "H", "H", "H", "H", "H", "H", "H"], "coordinates": [[0.492313, 0.096254, 1.060130], [5.240610, -0.464685, -4.708192], [4.501163, 0.515290, -3.979443], [4.958479, 0.958162, -2.754947], [6.222657, 0.701863, -2.229188], [6.612171, 1.311359, -1.035104], [5.714028, 2.157434, -0.354963], [4.498264, 2.412941, -0.854982], [4.132874, 1.851351, -2.082049], [2.732460, 1.913721, -2.488315], [1.914148, 0.824273, -2.290982], [2.303513, -0.438076, -2.155344], [1.452112, -1.587942, -1.642132], [0.768510, -1.602802, -0.428489], [-0.018326, -2.751730, -0.230208], [-0.117428, -3.809461, -1.124608], [0.556156, -3.740059, -2.325211], [1.341841, -2.628428, -2.575754], [1.947333, -2.439023, -3.842557], [2.043722, -3.646598, -4.648045], [0.555083, 1.014481, -2.126683], [-0.227915, 0.317342, -3.074905], [-1.440139, -0.298719, -2.714011], [-2.355962, -0.809634, -3.694164], [-1.938934, -0.917618, -5.032828], [-0.651628, -0.421597, -5.384460], [0.198669, 0.149127, -4.404907], [1.518735, 0.508500, -4.785041], [1.662008, 1.660430, -5.628608], [4.717813, -0.614074, -5.662824], [5.287296, -1.437488, -4.204965], [6.285328, -0.231311, -4.867390], [6.907059, 0.068574, -2.783739], [7.635746, 1.124526, -0.654745], [5.941787, 2.443172, 0.775397], [3.739549, 2.989619, -0.291646], [2.115455, 2.767090, -2.371973], [3.227638, -0.759323, -2.384902], [-0.643133, -2.767008, 0.602110], [-0.913697, -4.562845, -0.974647], [0.468570, -4.540789, -2.998405], [2.827502, -3.475632, -5.353144], [1.050825, -3.910370, -5.048402], [2.430286, -4.478152, -4.032701], [-1.734587, -0.191816, -1.659009], [-3.309238, -1.145291, -3.370784], [-2.634908, -1.183080, -5.789824], [-0.244732, -0.404641, -6.337807], [1.540136, 2.568773, -5.038733], [0.831857, 1.691384, -6.339245], [2.623567, 1.638493, -6.148327], [5.819789, -3.628087, 1.917758], [4.590386, -2.109768, 1.678190], [4.679584, -1.274842, 0.649326], [3.596984, -0.312622, 0.517597], [2.665895, -0.216009, 1.457975], [2.814983, -0.923988, 2.581041], [3.748162, -1.886700, 2.684809], [1.796685, -0.527873, 3.695221], [2.207426, -0.432936, 4.983845], [1.250101, -0.178459, 5.981444], [1.684969, -0.142073, 7.838857], [-0.032599, 0.013622, 5.551455], [-0.303856, -0.083987, 4.118608], [0.606628, -0.235601, 3.210408], [5.504744, -1.253008, -0.036994], [3.398856, 0.398382, -0.297516], [3.760168, -2.552762, 3.513956], [3.187121, -0.578095, 5.249234], [-0.833940, 0.160434, 6.178378], [-1.318282, -0.031206, 3.784000], [0.657696, 4.098065, -1.265023], [0.493989, 2.463317, -0.226380], [0.198731, 1.232534, -0.735026], [-6.363296, 2.610826, 4.528867], [-6.714359, 1.522256, 3.700914], [-7.265170, 1.783515, 2.385787], [-7.717924, 0.676658, 1.621554], [-7.702597, -0.617192, 2.155990], [-7.182165, -0.828819, 3.391216], [-6.629215, 0.208856, 4.135414], [-8.245545, -2.209802, 1.159213], [-6.876942, -2.645719, 0.692696], [-8.807020, -3.079677, 2.251314], [0.720406, 2.332733, 1.103364], [1.059513, 3.409039, 1.896058], [-0.163137, 4.538273, 2.339195], [0.973474, 5.496421, 3.172758], [2.185404, 4.850866, 3.145247], [2.226595, 3.678723, 2.378861], [-6.246551, 3.477174, 4.044793], [-5.563121, 2.344077, 5.071876], [-7.329502, 2.794519, 2.112389], [-8.185573, 0.843498, 0.672592], [-7.137253, -1.837567, 3.765993], [-6.241891, -0.004416, 5.136895], [0.852697, 6.361631, 3.813995], [3.048640, 5.207913, 3.701091], [-3.227071, -1.980323, 2.400483], [-2.985354, -0.497579, 1.370926], [-3.863895, 0.786215, 2.255992], [-3.872244, -0.848688, -0.114829], [-1.592917, -0.047720, 1.242065], [-2.994590, -1.954565, 3.491566], [-2.608809, -2.811716, 2.038249], [-4.273893, -2.281761, 2.227681], [-4.921793, 0.709600, 2.202538], [-3.486975, 1.760521, 1.919826], [-3.596869, 0.622899, 3.297750], [-4.846675, -1.316471, 0.159303], [-3.262452, -1.502334, -0.746962], [-4.102766, 0.023824, -0.682113]], "forces_ev_per_a": [[0.2, 0.5, -1.1], [-0.3, -0.5, 0.2], [0.4, -0.3, 0.4], [0.3, 0.6, -1.0], [0.3, 0.2, 0.1], [0.2, 0.0, 0.0], [2.8, -0.5, 3.4], [-2.2, 0.7, -0.8], [-1.9, -0.4, 0.1], [-0.9, -1.5, 0.8], [1.2, -0.3, 0.2], [-0.5, -0.8, 0.8], [0.3, 0.6, -0.9], [0.1, 0.3, 0.4], [0.7, -0.1, -1.3], [-1.2, 0.5, 0.4], [0.5, 0.5, 0.7], [0.4, 0.3, -1.6], [0.0, -1.1, 0.8], [-0.3, 0.3, 1.7], [-0.2, 0.9, -0.3], [-0.8, -0.8, 0.5], [-1.1, 0.7, -0.6], [2.7, 0.5, 0.4], [1.2, 1.6, 0.9], [-0.7, 0.2, 3.3], [0.1, 0.0, -1.1], [-0.8, -0.1, 0.1], [-1.1, -0.1, 0.3], [0.2, 0.3, 0.4], [-0.4, 0.0, 0.3], [0.2, 0.7, -0.2], [0.0, 0.0, 0.2], [-0.9, 0.1, -0.1], [-0.3, -0.3, -2.7], [0.5, -0.3, -0.4], [0.7, 0.0, 0.1], [0.3, 0.4, -0.3], [-0.9, -0.2, 1.5], [0.8, 0.2, 0.0], [-0.1, -0.7, -0.9], [0.0, 0.4, -0.9], [0.6, 0.1, -0.2], [-0.4, 0.2, 0.0], [0.2, -0.1, -0.6], [-0.7, -0.3, 0.1], [-0.4, -0.5, -0.5], [0.4, -0.3, -1.9], [0.4, 0.1, 0.2], [0.2, -0.1, -0.3], [-0.2, -0.2, 0.3], [-0.6, 0.9, -0.4], [2.7, -2.1, -0.1], [-1.2, 2.8, -2.3], [0.6, -0.6, 0.7], [0.1, 0.1, -0.3], [-1.9, 1.8, 1.1], [-1.3, -1.0, 2.4], [3.4, -0.7, -2.3], [-2.0, 0.0, 1.1], [0.1, 0.2, -0.5], [0.0, 0.0, -0.6], [0.7, -0.8, -3.3], [-0.9, 0.8, 3.2], [-0.3, -0.9, -0.6], [0.0, -0.2, -0.4], [0.8, -0.9, 0.4], [-0.1, -0.2, 0.7], [2.2, -0.5, 0.4], [-1.6, 0.3, 1.4], [-0.4, 0.4, -0.1], [0.0, -0.8, 0.6], [0.4, 0.2, -0.1], [0.5, 0.1, -0.9], [-0.1, -1.0, 0.1], [-1.2, 0.6, -2.1], [0.5, -2.9, 1.9], [0.1, 0.7, 1.3], [-0.5, -0.4, -1.6], [0.9, 0.1, 0.7], [-0.3, 0.1, 0.7], [0.3, 0.4, 0.7], [-0.3, 0.1, 0.3], [0.6, 0.6, -0.6], [-0.3, -0.1, -0.7], [-0.5, 0.0, -0.5], [-0.8, 0.6, 0.0], [1.5, -0.6, 0.8], [-0.8, -0.4, -0.7], [0.8, 0.6, 0.9], [0.3, 0.3, -0.2], [0.3, 0.4, 0.3], [-0.2, 1.1, -0.8], [-0.1, 0.1, -0.6], [-0.1, -0.3, 0.1], [0.0, 0.1, -0.2], [-0.6, -0.1, -0.4], [0.0, -0.2, -0.3], [0.1, -0.8, 0.0], [-1.8, -0.2, 1.4], [0.9, 0.0, 0.1], [-0.5, -1.1, -0.1], [2.0, 0.2, -0.4], [-0.3, 0.6, -0.8], [-0.1, 0.2, -0.3], [0.2, 0.0, 0.3], [-0.9, 0.0, -0.3], [-0.2, -0.2, 0.1], [0.1, 0.3, 0.2], [0.5, 0.0, -0.2], [-0.2, -0.2, 0.1], [0.0, 0.9, -0.3]], "mulliken_spin": [2.82, 0.00, 0.00, 0.00, 0.00, 0.00, 0.00, 0.00, 0.00, 0.00, 0.00, -0.05, -0.13, 0.10, -0.06, 0.00, 0.02, 0.01, 0.00, 0.00, 0.02, 0.00, 0.00, 0.00, 0.00, 0.00, 0.00, 0.00, 0.00, 0.00, 0.00, 0.00, 0.00, 0.00, 0.00, 0.00, 0.00, 0.00, 0.03, 0.00, 0.00, 0.00, 0.00, 0.00, 0.01, 0.00, 0.00, 0.00, 0.00, 0.00, 0.00, 0.00, 0.01, -0.02, 0.02, 0.01, -0.03, -0.01, 0.06, -0.01, 0.04, 0.00, -0.02, 0.10, 0.04, 0.00, 0.07, 0.00, 0.00, 0.00, 0.00, 0.00, -0.04, 0.01, 0.00, 0.00, 0.00, 0.00, 0.00, 0.00, 0.00, 0.00, 0.00, 0.00, 0.02, 0.01, 0.00, 0.00, 0.00, 0.00, 0.00, 0.00, 0.00, 0.00, 0.00, 0.00, 0.00, 0.00, 0.00, 0.03, 0.00, 0.00, -0.07, 0.00, 0.00, 0.00, 0.00, 0.00, 0.00, 0.00, 0.00, 0.00], "charge": -1, "multiplicity": 4, "energy_ha": -12317.2082, "homo_lumo_gap_ev": [5.54, 5.51], "homo_energy_ev": [-4.25, -4.25], "e_above_lowest_kcal_mol": 115.0}